Entry from OMol25: 13 unconnected molecules or ions with the total composition C72H152F12N9O10S4 at a distorted geometry (ωB97M-V/def2-TZVPD).

Cartesian coordinates (Å):
C 10.234 18.678 25.945
C 9.997 20.207 25.785
C 9.312 20.680 24.484
C 10.247 20.504 23.308
N 9.810 21.044 21.907
C 8.493 20.411 21.473
C 8.887 19.623 20.236
C 10.349 19.228 20.549
C 10.873 20.615 20.962
C 9.577 22.571 21.894
H 9.318 18.102 25.813
H 10.755 18.481 26.898
H 10.892 18.264 25.182
H 10.951 20.734 25.964
H 9.382 20.318 26.697
H 8.988 21.751 24.645
H 8.371 20.181 24.274
H 10.502 19.520 23.017
H 11.174 21.112 23.489
H 7.782 21.221 21.187
H 8.085 19.869 22.294
H 8.831 20.282 19.401
H 8.241 18.756 20.097
H 10.896 18.869 19.713
H 10.435 18.476 21.371
H 10.866 21.287 20.148
H 11.789 20.639 21.518
H 8.551 22.692 22.331
H 9.504 22.899 20.823
H 10.342 23.025 22.444
C 9.038 16.285 12.562
C 8.398 14.950 12.346
C 9.366 13.794 12.543
C 8.723 12.438 12.337
N 9.587 11.175 12.442
C 8.881 9.949 11.827
C 7.848 9.621 12.878
C 8.434 10.084 14.213
C 9.746 10.841 13.896
C 10.887 11.391 11.816
H 9.531 16.225 13.464
H 8.352 17.110 12.678
H 9.819 16.472 11.767
H 7.873 14.885 11.396
H 7.566 14.797 13.084
H 9.755 13.970 13.569
H 10.152 13.973 11.855
H 8.287 12.473 11.315
H 7.895 12.338 13.100
H 9.610 9.122 11.675
H 8.475 10.235 10.858
H 7.573 8.604 12.742
H 6.900 10.181 12.677
H 8.700 9.285 14.886
H 7.733 10.726 14.682
H 10.612 10.165 13.987
H 9.932 11.628 14.557
H 11.479 12.030 12.452
H 10.795 11.833 10.816
H 11.422 10.404 11.680
C 22.005 13.196 27.425
C 22.734 11.880 27.093
C 23.071 11.767 25.596
C 23.889 10.493 25.376
N 24.112 10.166 23.935
C 25.066 9.025 23.753
C 25.665 9.172 22.398
C 25.419 10.665 21.961
C 24.886 11.256 23.279
C 22.856 9.909 23.210
H 22.066 13.259 28.538
H 21.018 13.249 27.078
H 22.513 14.048 26.947
H 22.076 11.055 27.458
H 23.704 11.671 27.634
H 23.545 12.651 25.145
H 22.110 11.584 25.070
H 23.477 9.537 25.718
H 24.913 10.634 25.817
H 24.464 8.115 23.802
H 25.863 9.042 24.558
H 25.197 8.471 21.716
H 26.709 8.874 22.425
H 24.646 10.777 21.160
H 26.360 11.192 21.748
H 24.288 12.119 23.129
H 25.743 11.448 24.010
H 23.081 9.651 22.139
H 22.204 10.750 23.309
H 22.454 9.001 23.669
C 13.360 12.426 24.623
C 12.567 11.715 23.584
C 13.398 10.594 22.776
C 12.408 10.071 21.762
N 13.088 9.293 20.611
C 13.680 8.024 21.209
C 15.195 8.193 21.105
C 15.518 9.643 20.676
C 14.236 10.015 20.004
C 12.016 9.064 19.650
H 13.923 11.808 25.323
H 12.696 13.101 25.226
H 14.156 13.045 24.230
H 12.199 12.417 22.790
H 11.725 11.248 24.029
H 13.807 9.827 23.528
H 14.234 11.200 22.346
H 11.935 10.960 21.319
H 11.661 9.417 22.184
H 13.242 7.139 20.729
H 13.422 8.030 22.300
H 15.674 7.479 20.369
H 15.672 7.957 22.079
H 16.387 9.635 20.038
H 15.836 10.202 21.540
H 14.307 9.638 18.983
H 13.968 11.047 19.832
H 11.246 8.621 20.273
H 12.362 8.279 18.995
H 11.778 9.980 19.146
C 16.509 22.968 15.027
C 15.761 23.645 16.073
C 15.545 25.095 15.699
N 14.555 25.902 16.685
C 13.240 25.256 16.710
C 14.378 27.353 16.345
C 13.891 28.065 17.593
C 14.449 27.031 18.738
C 15.155 25.822 18.063
H 16.724 21.947 15.280
H 17.391 23.471 14.807
H 15.991 23.096 14.076
H 16.241 23.587 17.042
H 14.791 23.118 16.288
H 15.083 25.186 14.725
H 16.425 25.671 15.802
H 13.180 24.332 17.282
H 12.962 25.012 15.626
H 12.546 25.943 17.195
H 13.667 27.304 15.556
H 15.292 27.676 15.823
H 12.822 28.176 17.567
H 14.366 29.060 17.686
H 13.623 26.699 19.337
H 14.921 27.696 19.441
H 14.871 24.851 18.422
H 16.255 25.900 18.022
C 22.415 20.170 9.809
C 22.851 19.768 8.477
C 21.885 18.936 7.706
N 22.321 18.438 6.368
C 22.290 19.459 5.349
C 21.506 17.227 5.815
C 22.448 16.032 5.489
C 23.722 16.456 5.736
C 23.795 17.756 6.500
H 22.716 21.327 9.910
H 23.215 19.821 10.656
H 21.427 19.950 10.195
H 23.958 19.497 8.528
H 23.450 20.457 7.703
H 20.951 19.550 7.699
H 21.733 18.121 8.404
H 21.385 20.100 5.350
H 22.444 19.020 4.367
H 23.130 20.097 5.522
H 20.977 17.628 4.932
H 20.740 16.953 6.569
H 21.025 13.830 2.014
H 22.244 15.218 4.953
H 24.561 16.036 5.081
H 24.871 10.138 7.809
H 24.527 18.428 6.022
H 24.048 17.497 7.520
C 16.466 17.377 16.016
C 15.874 16.836 17.358
C 16.985 16.685 18.416
N 16.529 16.218 19.831
C 15.183 16.879 20.169
C 17.593 16.492 20.836
C 17.360 15.478 21.970
C 16.714 14.266 21.244
C 16.407 14.707 19.778
H 17.087 16.723 15.438
H 17.171 18.226 16.241
H 15.626 17.779 15.455
H 15.337 15.861 17.300
H 15.159 17.604 17.686
H 17.417 17.693 18.496
H 17.799 16.044 18.042
H 14.440 16.315 19.662
H 15.165 17.910 19.897
H 15.053 16.692 21.255
H 17.483 17.539 21.079
H 18.580 16.290 20.362
H 16.649 15.877 22.675
H 18.252 15.153 22.540
H 15.798 13.944 21.776
H 17.466 13.473 21.190
H 15.413 14.491 19.399
H 17.214 14.353 19.122
C 18.956 18.964 23.686
C 20.370 18.416 23.326
C 21.399 19.012 24.203
N 22.808 18.580 23.911
C 23.165 18.530 22.477
C 23.096 17.123 24.375
C 24.261 17.309 25.329
C 24.919 18.632 25.029
C 23.753 19.539 24.634
H 18.691 18.603 24.702
H 18.141 18.559 23.064
H 18.921 20.063 23.533
H 20.610 18.609 22.291
H 20.270 17.341 23.401
H 21.249 18.767 25.234
H 21.410 20.089 24.023
H 22.560 17.801 21.995
H 24.211 18.062 22.398
H 23.053 19.517 21.955
H 23.243 16.549 23.462
H 22.180 16.756 24.840
H 24.913 16.407 25.335
H 23.807 17.413 26.382
H 25.634 18.449 24.234
H 25.473 19.040 25.901
H 23.988 20.317 23.953
H 23.214 19.859 25.485
C 14.977 21.421 21.276
F 14.029 22.200 21.791
F 16.113 22.147 21.251
F 15.008 20.347 22.039
S 14.599 20.895 19.580
O 13.447 20.064 19.851
O 14.286 22.087 18.797
O 15.750 20.084 19.297
C 21.213 14.453 21.459
F 20.008 14.135 21.012
F 22.127 13.955 20.607
F 21.394 15.784 21.389
S 21.474 13.957 23.124
O 21.185 12.539 23.135
O 22.856 14.304 23.334
O 20.594 14.836 23.790
C 14.844 12.180 16.357
F 15.356 13.208 15.603
F 14.915 11.093 15.570
F 15.625 11.990 17.478
S 13.047 12.504 16.665
O 12.623 13.079 15.409
O 12.421 11.217 16.990
N 13.100 13.542 17.879
S 12.114 13.570 19.157
O 11.595 12.289 19.658
O 12.640 14.554 20.042
C 10.587 14.448 18.541
F 9.709 13.458 18.139
F 9.926 15.100 19.583
F 10.843 15.287 17.570

max |F|	7.4	eV/Å
HOMO	-12.414	eV
orbital gap	1.843	eV
multiplicity	1
lowest unoccupied orbital energy	-10.6	eV
charge	+5

=====

Entry from OMol25: 8 unconnected molecules or ions with the total composition C72H152N8O8 at a distorted geometry (ωB97M-V/def2-TZVPD).

Cartesian coordinates (Å):
C -4.051 -24.081 17.255
C -5.268 -25.039 17.308
C -6.563 -24.160 17.334
C -5.156 -25.855 16.015
C -5.957 -27.152 16.025
C -5.602 -27.951 17.310
C -5.885 -27.182 18.553
C -7.409 -26.934 18.768
C -5.346 -28.064 19.791
N -5.041 -25.980 18.400
O -5.114 -25.269 19.611
H -4.111 -23.469 18.153
H -3.156 -24.715 17.156
H -4.127 -23.392 16.439
H -6.900 -24.033 18.342
H -6.135 -23.257 16.877
H -7.309 -24.607 16.650
H -5.478 -25.193 15.208
H -4.098 -26.093 15.856
H -7.006 -26.958 15.819
H -5.698 -27.754 15.163
H -4.507 -28.092 17.329
H -5.995 -28.959 17.341
H -7.941 -27.812 19.048
H -7.783 -26.647 17.767
H -7.524 -26.088 19.501
H -4.297 -28.246 19.796
H -5.771 -29.044 19.709
H -5.725 -27.685 20.776
H -4.309 -25.519 20.082
C -2.658 -25.196 25.739
C -2.044 -24.238 26.755
C -0.627 -23.840 26.272
C -2.882 -22.887 26.745
C -4.251 -23.017 27.338
C -4.117 -23.565 28.749
C -3.361 -24.888 28.796
C -3.179 -25.244 30.260
C -4.157 -26.035 28.195
N -2.010 -24.787 28.105
O -1.378 -26.086 28.053
H -2.288 -24.848 24.753
H -2.348 -26.196 25.912
H -3.715 -25.058 25.725
H -0.105 -23.309 27.061
H -0.061 -24.698 25.920
H -0.729 -23.257 25.331
H -2.277 -22.129 27.275
H -2.832 -22.616 25.703
H -4.764 -22.074 27.345
H -4.880 -23.651 26.751
H -5.069 -23.639 29.216
H -3.470 -22.905 29.403
H -4.099 -25.102 30.821
H -2.462 -24.500 30.696
H -2.794 -26.280 30.340
H -4.673 -25.737 27.286
H -4.897 -26.515 28.818
H -3.424 -26.799 27.898
H -0.414 -25.841 28.241
C 3.312 -28.895 19.804
C 2.150 -29.504 18.961
C 2.534 -29.533 17.462
C 1.943 -30.977 19.536
C 0.583 -31.559 19.206
C -0.540 -30.632 19.605
C -0.471 -29.280 18.923
C -0.797 -29.315 17.430
C -1.494 -28.387 19.572
N 0.902 -28.710 19.202
O 1.085 -27.439 18.597
H 4.214 -29.486 19.691
H 3.574 -27.848 19.591
H 3.051 -28.913 20.870
H 3.612 -29.841 17.273
H 1.862 -30.219 16.829
H 2.413 -28.514 17.108
H 2.686 -31.728 19.202
H 2.036 -30.831 20.587
H 0.417 -31.872 18.156
H 0.440 -32.508 19.735
H -0.469 -30.314 20.655
H -1.502 -31.044 19.443
H -0.250 -30.064 16.818
H -0.389 -28.388 17.023
H -1.895 -29.272 17.189
H -1.307 -28.473 20.670
H -2.479 -28.668 19.315
H -1.295 -27.438 19.175
H 0.910 -26.857 19.378
C -5.577 -23.968 23.005
C -6.603 -22.820 22.943
C -7.975 -23.486 22.931
C -6.528 -21.909 24.160
C -5.353 -20.870 24.117
C -5.399 -20.091 22.805
C -5.361 -21.008 21.573
C -5.643 -20.296 20.247
C -3.976 -21.587 21.482
N -6.465 -22.023 21.701
O -6.538 -22.870 20.583
H -5.835 -24.673 23.897
H -5.742 -24.609 22.133
H -4.574 -23.599 23.103
H -8.782 -22.777 23.059
H -8.128 -23.992 22.005
H -8.077 -24.352 23.616
H -7.412 -21.214 24.222
H -6.473 -22.454 25.053
H -5.450 -20.147 24.952
H -4.367 -21.321 24.210
H -4.641 -19.269 22.845
H -6.374 -19.551 22.876
H -6.676 -19.911 20.210
H -5.546 -21.085 19.502
H -4.847 -19.590 19.918
H -3.276 -20.771 21.414
H -3.867 -22.240 20.646
H -3.598 -22.146 22.345
H -5.866 -23.628 20.607
C -1.215 -17.119 27.946
C -1.367 -17.697 26.515
C -2.912 -17.871 26.139
C -0.850 -16.717 25.412
C -0.622 -17.344 24.053
C 0.247 -18.552 24.170
C -0.257 -19.625 25.211
C -1.377 -20.488 24.667
C 0.935 -20.480 25.561
N -0.539 -18.889 26.496
O -1.080 -19.873 27.368
H -1.647 -16.119 28.251
H -1.678 -17.752 28.685
H -0.195 -17.145 28.248
H -3.192 -17.490 25.166
H -3.133 -18.968 26.122
H -3.527 -17.433 26.916
H -1.573 -15.893 25.378
H 0.163 -16.336 25.721
H -1.543 -17.783 23.702
H -0.211 -16.598 23.340
H 1.239 -18.252 24.456
H 0.395 -19.074 23.212
H -0.981 -21.256 23.943
H -2.149 -19.908 24.138
H -1.866 -20.880 25.508
H 1.474 -19.983 26.376
H 1.561 -20.672 24.736
H 0.582 -21.433 25.872
H -0.528 -19.745 28.189
C 5.544 -25.126 17.730
C 4.834 -25.326 16.382
C 5.173 -26.729 15.846
C 3.285 -25.244 16.479
C 2.498 -25.314 15.130
C 2.970 -24.203 14.256
C 4.486 -24.166 14.071
C 5.044 -25.220 13.174
C 4.884 -22.809 13.575
N 5.146 -24.194 15.501
O 6.559 -24.156 15.352
H 6.561 -24.866 17.434
H 5.028 -24.296 18.266
H 5.526 -26.051 18.245
H 4.736 -26.846 14.842
H 6.287 -26.927 15.819
H 4.841 -27.479 16.479
H 2.875 -26.053 17.017
H 3.012 -24.209 16.941
H 2.690 -26.257 14.665
H 1.453 -25.153 15.407
H 2.710 -23.333 14.841
H 2.526 -24.152 13.272
H 4.442 -26.154 13.231
H 6.046 -25.455 13.464
H 5.221 -24.880 12.125
H 5.957 -22.584 13.541
H 4.546 -22.046 14.302
H 4.373 -22.603 12.604
H 6.837 -23.227 15.464
C 2.995 -32.080 23.454
C 2.649 -32.073 24.911
C 1.328 -32.839 25.037
C 3.772 -32.741 25.741
C 3.567 -32.618 27.254
C 3.435 -31.066 27.614
C 2.365 -30.372 26.768
C 0.993 -30.819 27.246
C 2.435 -28.776 26.930
N 2.593 -30.663 25.335
O 1.575 -30.020 24.530
H 2.876 -33.112 23.095
H 2.403 -31.411 22.834
H 4.029 -31.744 23.211
H 1.058 -33.161 26.025
H 0.509 -32.290 24.569
H 1.446 -33.719 24.411
H 3.628 -33.791 25.449
H 4.787 -32.347 25.468
H 2.740 -33.203 27.572
H 4.334 -33.148 27.780
H 4.423 -30.705 27.372
H 3.214 -30.913 28.672
H 0.901 -31.831 27.705
H 0.381 -30.827 26.303
H 0.696 -30.080 27.920
H 3.190 -28.336 26.323
H 2.600 -28.706 28.015
H 1.479 -28.386 26.581
H 2.082 -29.399 24.004
C 1.013 -24.187 22.813
C 0.659 -25.381 21.995
C 1.480 -26.597 22.366
C -0.774 -25.739 22.323
C -1.774 -24.747 21.671
C -1.678 -24.660 20.196
C -0.211 -24.347 19.725
C -0.083 -24.714 18.201
C 0.182 -22.844 19.785
N 0.782 -25.233 20.463
O 2.121 -24.722 20.303
H 1.134 -23.332 22.144
H 0.237 -24.011 23.523
H 1.992 -24.380 23.321
H 1.356 -26.833 23.434
H 1.132 -27.424 21.757
H 2.489 -26.365 22.119
H -1.050 -26.691 21.850
H -0.917 -25.762 23.424
H -2.842 -25.096 21.931
H -1.676 -23.835 22.151
H -2.355 -23.933 19.791
H -1.944 -25.607 19.689
H 0.974 -24.524 17.816
H -0.711 -24.013 17.671
H -0.214 -25.781 18.061
H 1.235 -22.725 19.509
H 0.028 -22.326 20.720
H -0.483 -22.332 19.098
H 2.594 -25.353 19.759

max |F|	3.5	eV/Å
energy relative to the best compared isomer or geometry (same formula, charge and spin)	89.2	kcal per mole
HOMO	-8.331	eV
orbital gap	8.860	eV
multiplicity	1
lowest unoccupied orbital energy	0.5	eV
SMILES string	CC1(C)CCCC(C)(C)N1O.CC1(C)CCCC(C)(C)N1O.CC1(C)CCCC(C)(C)N1O.CC1(C)CCCC(C)(C)N1O.CC1(C)CCCC(C)(C)N1O.CC1(C)CCCC(C)(C)N1O.CC1(C)CCCC(C)(C)N1O.CC1(C)CCCC(C)(C)N1O